# 1
Here is a structure of composition C46H63BBrEuFN6OSSb from the Open Molecules 2025 dataset. Energies are from ωB97M-V/def2-TZVPD.

Structure (XYZ):
```
122
Properties=species:S:1:pos:R:3:mulliken_charge:R:1
Eu 1.41285 -1.07103 -1.99746 1.042
C 5.56185 -4.30370 1.04048 -1.730
C 4.84646 -3.94482 -0.20651 0.806
C 4.52574 -4.80510 -1.20499 -0.833
C 3.71680 -4.03121 -2.09888 -0.563
N 3.64201 -2.80476 -1.64846 -0.300
N 4.36583 -2.73263 -0.49952 0.652
B 4.22779 -1.51358 0.42336 -0.879
N 4.39011 -0.22241 -0.38092 0.463
N 3.39803 0.46162 -1.03809 1.084
C 3.89940 1.60741 -1.45775 -0.720
C 5.27094 1.67653 -1.08369 -1.052
C 5.55688 0.47903 -0.44897 0.143
C 6.85906 -0.14697 0.02228 -1.391
C 3.13603 2.55360 -2.37648 2.588
C 3.48033 2.10982 -3.83492 -1.638
C 3.68827 3.98974 -2.12834 -2.001
C 1.62400 2.58194 -2.15788 -1.856
N 2.87322 -1.70683 1.20550 1.837
N 2.58848 -2.97399 1.58218 -0.760
C 1.52233 -2.93836 2.40711 -0.277
C 1.22156 -1.59950 2.66181 -0.966
C 2.09734 -0.83421 1.86988 0.225
C 2.11066 0.63688 1.63959 -0.963
C 0.91188 -4.21125 2.98362 2.168
C 0.14943 -3.79856 4.21649 -2.163
C 0.00630 -4.99681 2.07606 -1.506
C 2.09058 -5.11794 3.47883 -1.569
C 3.04718 -4.48673 -3.37662 2.328
C 1.56382 -4.66367 -3.08845 -1.077
C 3.37678 -3.42582 -4.44468 -1.548
C 3.59440 -5.84264 -3.79461 -2.211
H 5.96353 -5.29797 0.90041 0.453
H 4.92589 -4.23226 1.92554 0.214
H 6.43518 -3.66375 1.22178 0.227
H 4.79577 -5.85179 -1.17440 0.345
H 5.08257 -1.56084 1.27849 -0.173
H 5.94293 2.51976 -1.18761 0.347
H 7.64225 0.60864 -0.19887 0.395
H 7.05562 -1.04299 -0.59245 0.180
H 6.88686 -0.30918 1.08195 0.285
H 4.55263 2.09082 -3.98823 0.361
H 2.97555 2.74316 -4.54031 0.466
H 3.11180 1.09131 -3.96344 0.316
H 4.78214 4.04255 -2.35369 0.241
H 3.62917 4.19064 -1.10410 0.521
H 3.09176 4.66857 -2.69763 0.495
H 1.13678 1.77521 -2.63040 0.220
H 1.18940 3.50815 -2.63485 0.414
H 1.42830 2.58357 -1.12216 0.373
H 0.53233 -1.14962 3.34535 0.567
H 1.65117 1.26177 2.42643 0.490
H 1.55284 0.83882 0.70715 -0.140
H 3.13795 0.99878 1.54262 0.216
H -0.61469 -3.05312 3.97545 0.266
H 0.77814 -3.28228 4.88541 0.484
H -0.28564 -4.60891 4.76422 0.463
H -0.81206 -4.29922 1.82304 0.225
H -0.48265 -5.80444 2.60431 0.408
H 0.44366 -5.30742 1.15795 0.322
H 2.69675 -4.56580 4.23789 0.336
H 2.79841 -5.30138 2.68676 0.276
H 1.65446 -6.01258 3.98638 0.382
H 1.00420 -3.70233 -2.96707 -0.001
H 1.38292 -5.32615 -2.18566 0.151
H 1.15581 -5.14979 -3.96717 0.456
H 3.41950 -2.41999 -4.05848 0.261
H 2.67989 -3.39963 -5.23505 0.418
H 4.34477 -3.64971 -4.88570 0.343
H 3.32381 -6.59865 -3.03435 0.313
H 4.63685 -5.74021 -3.90749 0.505
H 3.15020 -6.02222 -4.77912 0.495
O -0.45047 0.16811 -0.74373 0.427
H -0.97215 -0.60607 -0.40407 -0.080
H -1.13823 0.78778 -1.02532 -0.147
S -2.84768 1.14194 -3.24022 -0.239
C -3.56817 2.22624 -2.33377 -0.565
Br -0.87474 -3.11325 -0.75292 -0.760
F 1.47261 -0.65994 -4.18304 -0.811
C -2.21801 5.20385 -0.11764 -1.746
C -3.70232 5.45524 -0.40843 0.933
C -4.04230 6.66571 -1.01117 -0.893
C -5.36674 6.91353 -1.27993 -0.457
C -6.37851 6.01337 -0.93713 -1.119
C -5.95660 4.74371 -0.52288 -0.431
C -4.61057 4.44825 -0.28087 0.732
Sb -3.69465 2.51441 0.19174 0.556
C -5.25851 1.09987 -0.06358 0.273
C -6.26027 1.38279 -1.00085 -0.573
C -7.23818 0.46562 -1.28907 -0.732
C -7.28631 -0.74113 -0.61144 -0.544
C -6.34327 -1.00981 0.33907 -0.531
C -5.33875 -0.08935 0.68700 1.038
C -4.21350 -0.50408 1.63667 -1.533
C -4.19908 2.91885 2.37972 0.692
C -2.93469 2.97196 3.03225 -1.166
C -2.71645 3.50116 4.28280 -0.606
C -3.79664 3.94133 5.02961 -0.507
C -5.02238 3.78106 4.49451 -0.507
C -5.27481 3.34465 3.14532 0.857
C -6.65349 3.61359 2.55470 -1.316
H -2.06854 4.62829 0.83731 0.285
H -1.66847 6.17297 0.08572 0.390
H -1.70954 4.64945 -0.90933 0.410
H -3.24842 7.34584 -1.22882 0.438
H -5.60290 7.77933 -1.91646 0.280
H -7.39960 6.29593 -1.09693 0.438
H -6.67277 3.97677 -0.29808 0.599
H -6.23207 2.19681 -1.69304 0.470
H -7.89711 0.62644 -2.13334 0.355
H -7.98008 -1.49199 -0.91024 0.385
H -6.28411 -1.98925 0.77220 0.395
H -3.82179 -1.49489 1.38138 0.497
H -4.55571 -0.46922 2.71044 0.251
H -3.32995 0.13754 1.53941 0.021
H -2.05140 2.64649 2.50822 0.562
H -1.70978 3.42471 4.72300 0.344
H -3.59474 4.41029 6.01435 0.314
H -5.87768 4.05306 5.14827 0.227
H -6.94585 2.85402 1.81039 0.137
H -6.60853 4.58895 2.04562 0.211
H -7.38918 3.58554 3.35976 0.494
```

Computed properties:
Expectation value of S²: 12.0185
Total charge: -2
2S+1: 7
LUMO (alpha / beta) in eV: 3.93 / 3.93
Maximum force in Eh/bohr: 0.0542
HOMO level (alpha / beta) in eV: -0.3 / -0.5

# 2
Here is the molecule C5H10NO5P from the Open Molecules 2025 dataset. Energies are from ωB97M-V/def2-TZVPD.

Structure (XYZ):
```
22
Properties=species:S:1:pos:R:3:mulliken_charge:R:1
C 2.68113 0.45742 0.31766 -0.794
O 1.29452 0.44833 0.66694 -0.320
P 0.20577 -0.49084 0.00013 1.141
O 0.61629 -1.57411 -0.89971 -0.730
O -0.63874 -0.94147 1.29736 -0.323
C 0.01409 -1.84102 2.24312 -0.725
C -1.23532 0.43894 -0.64992 0.858
C -2.48961 0.37620 0.15439 -1.193
C -1.18312 1.00944 -1.94901 -1.086
N 0.12142 1.32332 -2.39536 0.909
O 1.10639 0.91974 -1.73103 -0.563
O 0.21844 2.11148 -3.33975 -0.579
H 2.92326 1.40483 -0.21934 0.285
H 2.78803 -0.27252 -0.46075 0.374
H 3.30856 0.11193 1.14045 0.305
H -0.45819 -2.75426 2.33633 0.284
H -0.04579 -1.42214 3.17905 0.293
H 0.94745 -1.82011 1.86300 0.300
H -3.18045 1.10778 -0.36977 0.410
H -2.78635 -0.61904 0.15156 0.329
H -2.24728 0.71358 1.19736 0.298
H -1.96050 1.31251 -2.53270 0.528
```

Computed properties:
Energy relative to the best compared isomer or geometry (same formula, charge and spin) in kcal per mole: 98.0
LUMO in eV: -1.07
Maximum force in Eh/bohr: 0.1307
HOMO level in eV: -10.4
SMILES: COP(=O)(OC)/C(C)=C\[N+](=O)[O-]

# 3
Here is a cluster of 3 separate species, C23H45B2FO12S3 in total from the Open Molecules 2025 dataset. Energies are from ωB97M-V/def2-TZVPD.

Structure (XYZ):
```
86
Properties=species:S:1:pos:R:3:mulliken_charge:R:1
C 5.11178 -1.99128 -0.63908 -1.326
C 4.58008 -1.70156 -2.05039 -0.136
C 3.86456 -0.33818 -2.16405 -0.276
C 2.49798 -0.44741 -2.87417 -1.498
C 1.32923 -0.74889 -1.90910 -1.145
C 0.50363 0.48174 -1.46524 1.501
C 1.36631 1.75581 -1.34019 -1.461
B 1.18250 2.86294 -2.49733 1.155
C 2.38380 3.81018 -2.83815 -1.103
O 0.00543 3.00656 -3.16960 -0.832
O 1.13603 2.51262 -0.09517 -0.045
S 1.52034 1.68777 1.20109 1.372
O 2.85741 1.16273 1.01537 -0.724
O 1.21782 2.48783 2.35105 -0.702
C 0.39238 0.28022 1.07190 -0.656
F -0.41228 0.23845 2.18647 -0.461
C -0.40018 0.15983 -0.23778 1.139
C -1.78468 0.88112 -0.28069 -1.924
C -1.97550 2.36251 -0.00539 -0.796
O -1.66178 2.72252 1.33061 0.077
C -2.04186 4.00143 1.65395 0.140
O -2.92029 4.15726 2.48903 -0.619
C -1.35647 5.15579 0.97132 0.007
C -0.22002 5.75938 1.81941 -1.159
B -0.83351 -1.38106 -0.30787 0.501
O -0.59273 -2.21024 0.75317 -0.652
O -1.48156 -1.78255 -1.45462 -0.616
H 5.41725 -1.06545 -0.14672 0.399
H 5.98598 -2.64487 -0.66516 0.363
H 4.34819 -2.45313 -0.00827 0.243
H 5.42681 -1.72519 -2.73937 0.504
H 3.87859 -2.48680 -2.33972 -0.093
H 4.49992 0.38481 -2.67667 0.368
H 3.68736 0.01715 -1.14570 0.055
H 2.29236 0.42030 -3.50717 0.331
H 2.56529 -1.29471 -3.56315 0.595
H 0.67057 -1.43829 -2.42970 0.576
H 1.77234 -1.25493 -1.04236 0.123
H -0.21402 0.66580 -2.27240 0.739
H 2.42844 1.52205 -1.33055 -0.087
H 3.02240 3.41302 -3.62809 0.327
H 2.00909 4.79400 -3.12090 0.274
H 2.98788 3.93129 -1.93441 0.359
H -0.75256 2.60483 -2.73867 0.399
H 1.09329 -0.55749 1.12687 1.083
H -2.45433 0.34275 0.39524 0.653
H -2.16108 0.72175 -1.29553 0.502
H -1.43547 2.99341 -0.72361 -0.076
H -3.04090 2.55975 -0.17482 0.676
H -0.99248 4.86593 -0.01469 -0.071
H -2.13828 5.90215 0.83445 0.545
H 0.75144 5.52474 1.39194 0.302
H -0.21365 5.36522 2.83285 0.305
H -0.31790 6.84319 1.86559 0.334
H -0.64901 -3.14005 0.52437 0.315
H -1.50981 -2.73692 -1.54877 0.301
O -6.14442 -0.59606 3.84319 -0.703
S -5.34647 0.46798 3.28584 1.065
O -4.81424 0.36071 1.95026 -0.565
C -6.24334 2.00922 3.44552 -0.717
C -5.81746 2.54953 4.80655 -0.725
C -4.30029 2.32375 4.88788 -0.093
C -4.02576 0.88490 4.43228 -0.376
H -7.30769 1.80591 3.35475 0.436
H -5.91104 2.66152 2.63870 0.324
H -6.07490 3.60220 4.91151 0.367
H -6.32492 1.99724 5.60080 0.358
H -3.79042 3.02216 4.22275 -0.112
H -3.92125 2.48941 5.89524 0.372
H -3.07699 0.78299 3.90996 0.048
H -4.07868 0.17321 5.25389 0.400
O 0.54421 -4.03197 -1.14890 -0.699
S 1.20048 -4.80377 -2.18471 1.285
O 1.28865 -4.28864 -3.52483 -0.755
C 2.81903 -5.28496 -1.59452 -0.370
C 2.57591 -6.60777 -0.87514 -0.713
C 1.61502 -7.40477 -1.76868 -0.593
C 0.48479 -6.45492 -2.18518 -0.859
H 3.21290 -4.49759 -0.95563 0.018
H 3.45405 -5.41049 -2.47089 0.439
H 3.50937 -7.14067 -0.70513 0.398
H 2.11433 -6.42163 0.09672 0.284
H 2.14594 -7.75675 -2.65460 0.291
H 1.21755 -8.27869 -1.25624 0.364
H 0.10338 -6.65802 -3.18236 0.392
H -0.33386 -6.45379 -1.46848 0.334
```

Computed properties:
LUMO in eV: 0.13
Maximum force in Eh/bohr: 0.0345
HOMO level in eV: -9.9
SMILES: CCCCC[C@@H]1[C@@H](B(C)O)OS(=O)(=O)[C@@H](F)[C@]1(CCOC(=O)CC)B(O)O.O=S1(=O)CCCC1.O=S1(=O)CCCC1

# 4
Here is a cluster of 2 separate species, C4H13N2O in total from the Open Molecules 2025 dataset. Energies are from ωB97M-V/def2-TZVPD.

Structure (XYZ):
```
20
Properties=species:S:1:pos:R:3:mulliken_charge:R:1
C 1.92480 -0.33636 0.59321 -0.864
N 0.50362 -0.51536 1.02408 -0.030
C 0.44531 -1.49367 2.09213 -0.872
H 2.01681 0.43205 -0.21293 0.258
H 2.48543 -0.09995 1.48067 0.422
H 2.29435 -1.27186 0.18808 0.374
H -0.07681 -0.79581 0.16435 0.245
H 0.08908 0.38026 1.35615 0.391
H 1.06018 -2.39102 1.79960 0.339
H -0.59002 -1.90795 2.16608 0.351
H 0.69397 -1.03591 3.07960 0.362
C -0.23899 1.43040 -1.89105 -1.113
C -1.25241 0.41186 -1.39186 0.718
N -2.45037 0.91514 -0.93394 -0.420
O -0.95400 -0.79016 -1.25613 -0.724
H 0.01502 2.26171 -1.14605 0.306
H -0.67664 1.98136 -2.74176 0.417
H 0.67710 0.91913 -2.24051 0.294
H -3.11736 0.18938 -0.64286 0.274
H -2.84909 1.71675 -1.48684 0.272
```

Computed properties:
Energy relative to the best compared isomer or geometry (same formula, charge and spin) in kcal per mole: 22.5
Total charge: +1
LUMO in eV: -3.02
Maximum force in Eh/bohr: 0.0518
HOMO level in eV: -14.4